# 1
Below is 3 unconnected molecules or ions with the total composition C4H13NO2 in a non-equilibrium geometry, with properties calculated with ωB97M-V/def2-TZVPD.

Output
SMILES	C/C=C/CN.O.O
highest occupied orbital energy	-0.327	Ha

ORCA input file:
```
! wB97M-V def2-TZVPD RIJCOSX def2/J DEFGRID3
* xyz 0 1
C -1.0954 -0.6625 3.0526
C -0.6412 -0.3116 1.6325
C 0.1313 0.7403 1.3491
C 1.0350 0.8438 0.1512
N 0.3876 1.4159 -1.0572
H -2.0453 -0.2052 3.3352
H -1.2412 -1.7442 2.9871
H -0.3132 -0.5084 3.7877
H -0.7276 -1.1233 0.9134
H -0.0840 1.6917 1.8339
H 1.9591 1.3560 0.4195
H 1.2716 -0.1895 -0.1064
H -0.5688 1.6754 -0.8378
H 0.8278 2.2988 -1.3003
O -0.0087 -2.0126 -1.5069
H -0.0106 -1.4156 -2.2786
H 0.2677 -2.8643 -1.8608
O 0.2436 -0.0429 -3.4039
H 0.2883 0.7441 -2.8139
H 0.3241 0.3142 -4.2961
*
```



# 2
Below is 2 unconnected molecules or ions with the total composition C4H13NO2 in a non-equilibrium geometry, with properties calculated with ωB97M-V/def2-TZVPD.

Output
SMILES	NCCCCO.O
highest occupied orbital energy	-0.339	Ha

ORCA input file:
```
! wB97M-V def2-TZVPD RIJCOSX def2/J DEFGRID3
* xyz 0 1
N 0.6100 1.5661 3.0746
C 0.6103 2.2068 1.7564
C 1.5335 1.4062 0.7514
C 0.9761 -0.0278 0.3353
C -0.4202 -0.5591 0.1118
O -0.8209 -0.9395 -1.1685
H -0.3379 1.8348 3.3852
H 0.7196 0.5384 3.0647
H 0.8834 3.2687 1.6695
H -0.4597 2.2252 1.4601
H 1.7280 2.0257 -0.1741
H 2.5049 1.1454 1.1564
H 1.6146 -0.1511 -0.6057
H 1.5221 -0.6143 1.0713
H -0.5277 -1.5048 0.6810
H -1.2235 0.0924 0.5588
H -0.4836 -0.3920 -1.8176
O -2.5091 -4.2016 -5.1059
H -3.3273 -4.5896 -4.6744
H -2.5924 -3.3298 -5.5302
*
```



# 3
Below is 3 unconnected molecules or ions with the total composition C4H13NO2 in a non-equilibrium geometry, with properties calculated with ωB97M-V/def2-TZVPD.

Output
SMILES	C1CCNC1.O.O
highest occupied orbital energy	-0.332	Ha

ORCA input file:
```
! wB97M-V def2-TZVPD RIJCOSX def2/J DEFGRID3
* xyz 0 1
C 0.7030 1.3532 -0.8965
C 0.9814 -0.1554 -1.0793
C -0.3756 -0.6057 -1.6337
N -1.3571 0.1739 -0.8946
C -0.6951 1.3294 -0.2876
H 1.4321 1.8578 -0.2680
H 0.6869 1.7925 -1.8904
H 1.1695 -0.6472 -0.1268
H 1.7641 -0.3923 -1.7942
H -0.5821 -1.6811 -1.5231
H -0.4596 -0.5182 -2.7283
H -2.1878 0.3323 -1.4383
H -0.6258 1.1793 0.7900
H -1.2090 2.2917 -0.3717
O -1.7318 -1.6655 1.2112
H -1.8246 -1.0017 0.4987
H -2.2517 -1.2403 1.8740
O 1.9375 -1.0174 3.7468
H 2.5235 -0.2915 4.0062
H 2.1021 -1.0938 2.8055
*
```



# 4
Below is 3 unconnected molecules or ions with the total composition C4H13NO2 in a non-equilibrium geometry, with properties calculated with ωB97M-V/def2-TZVPD.

Output
SMILES	C1CCNC1.O.O
highest occupied orbital energy	-0.298	Ha

ORCA input file:
```
! wB97M-V def2-TZVPD RIJCOSX def2/J DEFGRID3
* xyz 0 1
C -0.9797 -1.9845 0.6824
C 0.4503 -1.5510 0.2356
C 0.2550 -0.3874 -0.6563
N -1.1199 0.1621 -0.4019
C -1.9184 -0.8274 0.4252
H -1.0979 -2.4518 1.6271
H -1.1831 -2.8801 -0.0052
H 1.1360 -1.1544 1.0243
H 1.0279 -2.4032 -0.0300
H 1.0483 0.4061 -0.5190
H 0.3860 -0.6004 -1.8569
H -1.1038 1.1559 -0.0999
H -2.2953 -0.4496 1.4133
H -2.8099 -0.9716 -0.1458
O -0.1044 2.5617 -0.6864
H 0.0626 2.1657 -1.5010
H 0.8165 2.6788 -0.2901
O 2.4384 2.5897 0.0786
H 2.6806 1.7210 -0.3203
H 2.3108 2.2205 1.0263
*
```



Result set for relative energy (zero: lowest compared OMol25 entry of this formula, charge and spin): 123.78, 208.61, 51.24, 183.44 kJ/mol, one per record in the order listed.
Result set for gap between HOMO and LUMO: 9.76, 10.01, 9.78, 8.38 eV, one per record in the order listed.
Result set for total energy: -9942.9137, -9942.0345, -9943.6655, -9942.2954 eV, one per record in the order listed.